A molecular structure, C10H18N4O7P2S5Ti in a non-equilibrium geometry. Source: OMol25; level of theory: ωB97M-V/def2-TZVPD.

XYZ file:
```
47
Properties=species:S:1:pos:R:3:mulliken_charge:R:1
Ti -0.30318 0.79043 -1.75863 0.470
C 1.14883 -1.74000 2.31787 -1.871
C 1.97419 -0.88273 1.36534 1.029
O 3.09935 -0.34777 2.08014 -0.606
P 2.64573 -1.90681 0.00030 0.612
O 3.49367 -0.94535 -0.91863 -0.616
O 3.79356 -2.78408 0.72268 -0.559
O 1.66304 -2.78505 -0.66372 -0.404
P 0.95175 0.49298 0.64836 1.818
O 1.20019 1.57361 1.73769 -0.462
O 1.56965 0.87712 -0.70517 -0.920
O -0.46725 0.09163 0.36201 -0.845
H 1.78251 -2.51502 2.75631 0.417
H 0.31556 -2.19991 1.78622 0.311
H 0.75495 -1.11064 3.11785 0.434
H 3.13738 0.60157 1.90666 0.405
H 2.91814 -0.19525 -1.22786 0.429
H 3.76357 -3.66122 0.32681 0.332
H 0.91354 2.54210 1.39763 -0.015
S -1.94617 2.29986 -2.35229 -0.420
S -2.17355 0.78456 -3.71559 -0.287
S 0.01282 0.11630 -5.24922 -0.495
S 1.16081 0.77148 -3.66257 -0.283
C -3.24376 2.12278 3.27836 -1.134
C -2.70839 3.39298 2.68385 0.793
C -3.39606 4.60175 2.76669 -0.654
C -2.77456 5.68953 2.16519 -0.118
N -1.61495 5.62085 1.52998 -0.611
C -1.02046 4.39560 1.47076 0.290
S 0.45213 4.22266 0.58764 -0.540
N -1.54418 3.29353 2.05964 -0.192
H -4.17646 2.28849 3.82050 0.354
H -2.50106 1.69276 3.95232 0.261
H -3.41127 1.39727 2.48056 0.223
H -4.35180 4.68979 3.26605 0.305
H -3.24136 6.67257 2.19693 0.362
C -0.11260 -4.63102 -2.11894 -0.859
N -0.14908 -3.47113 -3.00312 0.004
C 0.86105 -3.38970 -4.06070 -0.683
C -0.54955 -2.30815 -2.51777 0.301
N -0.89949 -1.28233 -2.15921 -0.138
H -0.24821 -5.53037 -2.72321 0.321
H -0.92816 -4.55927 -1.40283 0.325
H 0.82727 -4.67778 -1.57439 0.244
H 0.68906 -4.19695 -4.77387 0.299
H 1.86524 -3.47774 -3.63266 0.224
H 0.76757 -2.42395 -4.56400 0.150
```

Expectation value of S²: 2.02
DFT total energy in eV: -126834.3164
2S+1: 3
Energy relative to the best compared isomer or geometry (same formula, charge and spin) in kcal per mole: 0.00
E_LUMO (spin up / spin down) in eV: 4.3 / 4.3
Charge: -2
Gap between HOMO and LUMO (spin up / spin down) in eV: 4.73 / 5.11
Strongest force on any atom in eV Å⁻¹: 1.40